Formula: C4H20BO18
Source: OMol25
Level of theory: the ωB97M-V functional and the def2-TZVPD basis

The geometry in XYZ format:
```
43
C4H20BO18 (the ωB97M-V functional and the def2-TZVPD basis)
O -1.473 0.852 -3.722
C -1.888 0.855 -2.530
O -1.744 1.839 -1.646
B -2.427 1.508 -0.364
O -3.038 0.187 -0.645
C -2.601 -0.288 -1.835
O -2.835 -1.412 -2.347
O -3.379 2.545 0.079
C -3.129 2.893 1.276
O -3.798 3.706 1.992
C -1.766 2.239 1.738
O -1.394 1.455 0.725
O -1.237 2.371 2.848
O 1.000 -3.731 -7.556
H 1.677 -3.777 -6.881
H 0.342 -3.136 -7.196
O 3.128 5.632 6.973
H 3.203 4.905 7.590
H 2.188 5.808 6.923
O 2.270 0.779 -10.446
H 1.776 0.940 -9.642
H 1.604 0.729 -11.132
O -1.721 -2.665 7.095
H -1.356 -2.067 6.443
H -1.655 -2.189 7.923
O 3.689 0.588 7.296
H 4.457 0.062 7.072
H 3.275 0.777 6.454
O -3.774 -7.520 -1.519
H -3.792 -6.643 -1.901
H -3.120 -7.992 -2.034
O 4.040 -0.546 0.163
H 3.162 -0.558 0.543
H 4.486 0.174 0.609
O 4.360 0.559 -3.926
H 3.774 1.315 -3.961
H 4.257 0.216 -3.039
O -2.222 8.111 7.025
H -3.045 8.563 6.839
H -2.324 7.250 6.618
O 0.014 -8.140 -4.177
H 0.630 -8.839 -3.955
H 0.385 -7.356 -3.772
```

Values from the calculation:
HOMO level = -7.4 eV
ΔE to the lowest compared entry with this formula, charge and spin = 2.638 eV
DFT total energy = -42011.13175 eV
charge = -1
frontier orbital gap = 9.231 eV


Formula: C2H9NO2
Source: OMol25
Level of theory: the ωB97M-V functional and the def2-TZVPD basis

The geometry in XYZ format:
```
14
C2H9NO2 (the ωB97M-V functional and the def2-TZVPD basis)
C 0.171 -0.692 -1.339
N -0.004 -1.281 -0.170
C -1.478 -1.173 0.343
H 1.127 -0.838 -1.848
H -0.589 -0.105 -1.886
H -1.450 -0.398 1.101
H -2.209 -0.915 -0.436
H -1.736 -2.106 0.845
O -0.245 1.932 -0.447
H 0.418 1.487 0.296
H -0.666 2.698 -0.049
O 1.457 0.604 1.312
H 0.919 -0.244 1.156
H 2.363 0.292 1.072
```

Values from the calculation:
HOMO level = -10.3 eV
ΔE to the lowest compared entry with this formula, charge and spin = 1.003 eV
DFT total energy = -7803.72250 eV
frontier orbital gap = 11.176 eV


Formula: C34H56BeN6O14P2S2
Source: OMol25
Level of theory: the ωB97M-V functional and the def2-TZVPD basis

The geometry in XYZ format:
```
115
C34H56BeN6O14P2S2 (the ωB97M-V functional and the def2-TZVPD basis)
Be -2.847 0.276 -1.348
S -0.231 0.009 0.021
O 0.692 -1.008 0.535
O -1.606 -0.238 0.460
O 0.210 1.287 0.399
O -0.454 -0.068 -1.412
C -0.294 -5.282 -1.111
C -1.536 -5.465 -0.174
C -2.761 -5.051 -0.985
S -2.187 -3.726 -2.120
O -2.721 -2.432 -1.744
O -2.294 -4.212 -3.464
C -0.405 -3.807 -1.578
H -0.305 -6.040 -1.894
H 0.654 -5.401 -0.587
H -1.368 -4.857 0.715
H -1.661 -6.511 0.108
H -3.678 -4.681 -0.526
H -3.074 -5.898 -1.595
H -0.274 -3.245 -0.653
H 0.321 -3.437 -2.301
C -3.074 0.784 2.841
O -4.133 1.793 2.728
P -4.173 2.818 1.502
O -3.714 2.306 0.193
O -5.606 3.544 1.610
C -6.777 2.921 1.086
O -3.272 4.067 1.966
C -1.853 4.041 1.796
H -2.778 0.676 3.884
H -2.110 1.160 2.497
H -3.411 -0.221 2.588
H -7.222 3.469 0.256
H -7.519 2.739 1.863
H -6.607 1.912 0.711
H -1.531 4.652 0.953
H -1.461 3.047 1.579
H -1.366 4.423 2.692
C -0.044 3.693 -5.682
O -0.760 2.737 -4.925
P -1.148 3.112 -3.342
O -1.863 2.050 -2.549
O 0.284 3.507 -2.699
C 1.290 2.555 -2.547
O -1.827 4.570 -3.392
C -2.648 5.009 -4.490
H 0.809 3.319 -6.248
H 0.105 4.580 -5.066
H -0.679 3.971 -6.524
H 1.047 1.503 -2.699
H 1.586 2.590 -1.499
H 2.116 2.965 -3.128
H -2.768 4.195 -5.205
H -2.210 5.867 -5.000
H -3.645 5.340 -4.201
N 3.112 0.261 0.257
C 3.914 -0.002 1.360
C 5.180 0.247 0.919
C 5.238 0.656 -0.351
C 3.908 0.737 -0.744
H 2.109 0.160 0.191
H 3.490 -0.312 2.303
H 6.040 -0.019 1.515
H 6.112 1.025 -0.867
H 3.549 1.062 -1.709
N 1.610 3.639 1.032
C 2.394 3.840 2.160
C 2.387 5.155 2.488
C 1.821 5.835 1.408
C 1.307 4.895 0.496
H 1.251 2.791 0.617
H 2.723 2.970 2.709
H 2.761 5.640 3.378
H 1.713 6.910 1.395
H 0.643 4.962 -0.353
N -1.461 -2.420 2.245
C -2.720 -2.907 2.484
C -2.575 -3.914 3.451
C -1.240 -4.035 3.698
C -0.554 -3.067 2.953
H -1.294 -1.699 1.558
H -3.580 -2.478 1.990
H -3.424 -4.451 3.848
H -0.712 -4.697 4.368
H 0.508 -2.871 2.928
N 0.846 0.332 3.433
C 1.242 -0.443 4.472
C 1.157 0.312 5.644
C 0.834 1.574 5.293
C 0.660 1.611 3.931
H 0.788 0.074 2.458
H 1.393 -1.503 4.326
H 1.463 -0.120 6.585
H 0.606 2.328 6.032
H 0.443 2.355 3.178
N 1.149 -1.270 -3.191
C 0.616 -1.588 -4.414
C 1.576 -2.297 -5.096
C 2.743 -2.313 -4.375
C 2.512 -1.610 -3.238
H 0.618 -0.777 -2.487
H -0.395 -1.437 -4.762
H 1.470 -2.816 -6.037
H 3.690 -2.745 -4.660
H 3.197 -1.189 -2.516
N 2.505 -3.252 0.581
C 3.124 -3.943 1.608
C 3.819 -5.013 1.185
C 3.627 -5.081 -0.166
C 2.941 -3.891 -0.541
H 1.985 -2.391 0.667
H 2.971 -3.585 2.615
H 4.165 -5.814 1.822
H 4.092 -5.796 -0.829
H 2.733 -3.533 -1.539
```

Values from the calculation:
spin multiplicity = 2
HOMO level (spin up / spin down) = -4.5 / -5.5 eV
expectation value of S² = 0.7503
DFT total energy = -114424.67074 eV
charge = -1
frontier orbital gap (spin up / spin down) = 6.490 / 7.186 eV


Formula: C2H4N2OS2
Source: OMol25
Level of theory: the ωB97M-V functional and the def2-TZVPD basis

The geometry in XYZ format:
```
11
C2H4N2OS2 (the ωB97M-V functional and the def2-TZVPD basis)
N 1.175 0.826 -0.706
C 0.922 1.228 0.553
S 1.846 2.192 1.423
S -0.605 0.720 1.308
N -0.960 -0.875 0.767
C -1.294 -1.191 -0.512
O -1.309 -0.380 -1.385
H 2.134 0.942 -1.084
H 0.450 0.415 -1.286
H -0.728 -1.614 1.446
H -1.631 -2.263 -0.524
```

Values from the calculation:
HOMO level = -8.5 eV
ΔE to the lowest compared entry with this formula, charge and spin = 0.224 eV
DFT total energy = -28836.85929 eV
frontier orbital gap = 8.961 eV